C56H154Cs2N14O18S | the ωB97M-V functional and the def2-TZVPD basis

Computed properties:
HOMO-LUMO gap = 7.75 eV
Total charge = 0

The geometry in XYZ format:
```
245
Properties=species:S:1:pos:R:3:forces:R:3:mulliken_charge:R:1
Cs -7.3333 8.3294 11.3161 -0.1 0.0 -0.1 0.24
Cs -11.2783 3.0760 10.6622 0.3 0.2 -0.1 1.44
S -9.7372 6.1454 9.4753 -1.3 -0.7 -0.6 -0.04
O -10.8369 5.4209 8.7878 -0.5 -0.8 0.7 -0.98
O -9.7639 5.7422 10.8874 0.0 -0.2 0.0 -1.63
O -8.5524 5.7098 8.7704 2.3 -0.1 0.0 -0.25
O -9.9552 7.5871 9.3412 0.6 0.6 0.2 -1.78
C -4.7529 6.1393 13.0948 -1.1 -0.2 -0.2 -0.58
C -3.6123 6.8583 12.3798 0.0 0.3 -0.9 -0.07
C -2.4276 5.9581 11.9620 -1.0 -0.7 0.9 0.03
O -1.6338 6.6876 11.1254 1.5 2.0 -1.5 -0.27
C -0.2955 6.2510 10.9458 -0.5 0.2 0.6 -0.84
N -4.1686 7.5416 11.1867 -0.3 -0.6 0.3 0.32
H -4.5857 5.5016 13.9628 0.7 0.3 0.0 0.55
H -5.3243 5.4966 12.4250 0.7 -0.5 -0.6 -0.19
H -5.6246 6.7508 13.3279 0.5 0.9 0.5 -0.12
H -3.1670 7.7208 12.8756 0.0 -0.4 1.0 0.51
H -2.6740 5.0657 11.3866 -0.8 -0.5 0.5 -0.56
H -1.9326 5.6662 12.8881 0.4 -0.2 0.2 0.63
H 0.2333 6.8840 10.2332 -0.4 0.2 0.0 0.22
H -0.2652 5.2293 10.5673 0.1 -0.2 0.2 0.19
H 0.1728 6.3687 11.9230 0.5 -0.5 0.0 0.39
H -3.3801 7.9307 10.6898 0.2 0.2 -0.1 0.25
H -4.4714 6.7660 10.6148 -0.5 -0.2 -0.7 -0.50
C -4.8050 2.7476 8.3649 1.0 0.7 -0.1 -1.56
C -4.2018 3.8909 9.2182 -0.1 -0.3 1.1 2.28
C -2.9285 4.6521 8.7783 -1.0 -0.1 -1.4 -0.64
O -1.9001 3.7881 8.3358 0.8 -0.1 0.7 -0.45
C -1.2035 2.9464 9.3036 -1.1 -0.2 -1.4 -0.93
N -5.3160 4.7958 9.5893 0.3 -0.2 -0.1 1.30
H -4.0164 2.1377 7.9241 -0.1 -0.2 -0.2 0.44
H -5.4819 3.1387 7.6053 0.2 0.0 -0.3 0.09
H -5.4161 2.1569 9.0474 0.0 -0.2 -0.2 0.31
H -3.9557 3.3497 10.1318 0.3 0.3 0.5 -0.89
H -2.5408 5.4940 9.3519 -0.2 -0.5 1.1 0.17
H -3.2500 5.2204 7.9055 0.1 -0.2 -0.7 0.36
H -1.4938 1.9447 8.9869 0.1 -0.3 0.3 0.36
H -1.4935 3.0509 10.3491 0.0 0.5 0.0 0.30
H -0.1279 3.0053 9.1371 0.0 0.4 0.2 0.35
H -5.6975 5.1881 8.7404 0.4 0.7 -0.5 -0.91
H -6.0683 4.1320 9.7053 -0.5 -0.1 1.0 -0.04
C -6.3268 2.0599 12.2493 -0.1 -0.1 0.1 0.23
C -5.0337 1.6188 12.8856 1.6 0.8 -0.7 -0.29
C -4.1627 0.7833 11.9351 0.8 0.0 1.5 -0.37
O -2.8286 0.7362 12.5364 -0.4 -0.1 0.1 -0.46
C -1.8651 -0.0875 11.9004 -0.6 0.2 -0.2 -0.69
N -4.2186 2.8251 13.1889 -0.9 -0.2 0.4 -0.38
H -6.1758 2.9888 11.6994 -0.1 0.0 0.0 -0.41
H -6.9605 2.2337 13.1190 -0.7 0.3 -0.4 0.42
H -6.7383 1.2878 11.5992 -0.2 0.0 0.1 -0.52
H -5.3289 1.1265 13.8122 0.6 -0.7 0.0 0.66
H -4.0986 1.3030 10.9792 -0.1 -0.2 -0.3 0.05
H -4.5994 -0.2137 11.8756 0.2 -0.2 -0.4 0.48
H -0.8728 -0.0128 12.3452 -0.2 0.5 0.4 0.25
H -1.7643 0.2514 10.8693 0.0 -0.5 -0.3 0.23
H -2.1530 -1.1329 12.0114 -0.1 -0.2 -0.5 0.29
H -4.5124 3.0743 14.1226 0.3 0.6 0.1 0.28
H -3.2373 2.5912 13.2370 0.0 -0.3 0.2 0.21
C -8.0338 3.4175 5.8747 0.1 -0.4 -1.8 -0.90
C -9.5606 3.6173 5.9469 2.2 -0.7 -1.0 2.18
C -10.4156 2.6413 4.9726 0.4 1.5 1.7 -0.95
O -10.1758 2.7894 3.5568 -0.6 -0.9 1.5 -0.40
C -11.0999 1.9680 2.8217 0.9 -0.3 0.1 -0.80
N -9.7399 3.4620 7.3858 -1.9 -0.3 -0.2 0.62
H -7.6768 3.7600 4.9034 0.3 -0.2 -0.1 0.77
H -7.7827 2.3654 6.0091 0.0 -0.1 -0.2 0.09
H -7.4532 3.9394 6.6354 -0.4 0.4 0.1 -0.43
H -9.7037 4.6542 5.6427 -0.6 0.1 -0.2 -0.45
H -11.4448 2.8548 5.2608 -0.5 0.5 -0.6 0.23
H -10.3591 1.6304 5.3764 0.9 -0.6 -0.5 0.20
H -11.2062 0.9538 3.2066 0.0 0.0 0.8 0.28
H -10.6286 1.7324 1.8675 -0.3 0.8 -0.3 0.35
H -12.0960 2.4081 2.7761 0.1 0.2 -0.3 0.28
H -10.4278 4.1610 7.6274 -1.1 -0.4 0.4 -0.63
H -9.0064 4.0245 7.7930 0.7 -0.2 0.2 -0.37
C -6.7044 11.5698 15.2074 -0.6 0.1 0.2 -1.58
C -8.1540 11.0616 15.0108 0.5 1.5 -0.1 0.54
C -9.2846 12.1443 15.2119 0.9 -0.3 1.2 0.00
O -9.3588 12.6231 16.5706 -0.5 -0.8 0.4 -0.50
C -9.9336 11.7016 17.5082 -0.1 0.2 0.2 -0.69
N -8.2634 10.4901 13.6742 -0.4 -0.4 0.3 0.42
H -6.6004 11.8805 16.2469 0.2 0.2 0.0 0.41
H -6.4115 12.3840 14.5445 -0.3 0.2 0.0 0.29
H -5.9893 10.7704 15.0133 -0.2 -0.2 0.1 0.28
H -8.2546 10.3380 15.8197 -0.5 -0.5 -0.3 0.29
H -10.2287 11.6973 14.9007 -0.3 -0.2 0.1 0.23
H -9.1891 13.0627 14.6326 0.5 -0.2 -0.2 -0.02
H -9.2476 11.0020 17.9859 0.5 -0.3 -0.6 0.27
H -10.7796 11.1448 17.1053 0.0 -0.1 -0.4 0.28
H -10.3280 12.2008 18.3932 0.0 0.8 -0.3 0.29
H -9.2002 10.1283 13.5662 -0.4 -0.7 0.0 -0.11
H -8.3750 11.2762 13.0500 0.5 0.6 -0.5 -0.25
C -16.1241 8.4120 10.8570 -1.7 1.9 -0.4 -1.68
C -16.4084 7.3195 9.8185 -1.1 0.9 0.9 0.22
C -16.9320 7.7734 8.4021 0.4 0.4 0.9 -0.53
O -18.2113 8.4519 8.4856 0.0 -1.4 0.5 -0.43
C -18.6489 8.9194 7.2204 2.0 0.1 -0.6 -0.71
N -15.1663 6.5889 9.7817 -0.4 -0.8 -1.2 -0.29
H -17.0223 8.9652 11.1312 -0.4 0.1 -0.1 0.49
H -15.4897 9.1845 10.4224 0.4 -0.1 0.0 0.34
H -15.7340 8.1328 11.8357 0.3 -0.7 -0.3 0.41
H -17.2284 6.7165 10.2085 0.0 -0.4 0.1 0.39
H -16.8963 6.9009 7.7498 -0.7 -0.4 0.0 0.48
H -16.2146 8.4235 7.9012 0.3 0.6 0.2 0.16
H -18.7950 8.1867 6.4267 -0.4 -0.8 0.4 0.28
H -17.7261 9.3880 6.8785 -0.3 1.1 -0.7 0.31
H -19.5080 9.5900 7.2039 0.2 -0.1 0.8 0.28
H -14.5252 7.2150 9.3158 1.0 -0.2 -0.1 -0.40
H -14.8506 6.5341 10.7396 0.3 -0.1 0.0 0.12
C -7.6338 14.0434 11.0839 0.1 0.7 -2.2 -1.57
C -8.8787 13.2918 10.6313 0.8 -0.1 0.8 0.35
C -8.4630 12.1538 9.6614 0.5 0.7 1.9 -0.50
O -9.5744 11.5790 9.0912 -1.6 -0.3 -1.5 -0.05
C -9.4976 11.1796 7.7383 0.5 -0.5 -0.6 -0.05
N -9.3951 12.8356 11.9099 -1.6 -1.4 0.2 0.00
H -7.2732 14.4043 10.1207 0.8 0.7 0.2 0.49
H -6.8645 13.3948 11.5031 -0.3 -0.2 0.1 0.14
H -7.8141 14.8884 11.7484 -0.2 -0.1 0.0 0.41
H -9.6779 13.8636 10.1596 0.4 0.6 -0.5 0.41
H -7.9844 11.3995 10.2860 0.5 -0.1 0.0 0.03
H -7.7080 12.5135 8.9624 -0.2 0.1 -0.2 0.81
H -8.5705 10.6632 7.4894 0.3 -0.1 0.4 0.04
H -9.5534 11.9650 6.9846 -0.2 0.7 0.4 0.37
H -10.2807 10.4736 7.4617 -0.2 0.1 0.6 -0.49
H -10.2322 12.3091 11.7046 -0.3 -0.9 0.0 -0.72
H -9.9210 13.5900 12.3275 0.5 0.8 0.4 0.43
C -6.0716 6.9295 6.5609 1.6 0.7 -0.3 -1.14
C -7.2048 7.9510 6.4151 0.8 -0.3 -0.6 1.54
C -8.3707 7.3863 5.5744 0.4 1.5 0.6 0.35
O -7.9118 6.9023 4.3481 0.2 -1.4 0.0 -0.32
C -7.6933 7.8040 3.2856 0.0 0.1 0.7 -0.81
N -7.4601 8.2491 7.8327 -1.2 -1.0 -0.8 0.95
H -5.5296 6.5099 5.7135 -0.8 -0.1 -0.4 0.66
H -6.2681 6.1532 7.3003 -0.5 -0.1 -0.4 -0.75
H -5.2881 7.5305 7.0227 0.3 0.0 0.4 -0.41
H -6.8206 8.8802 5.9944 0.1 -0.1 -0.6 0.52
H -9.1254 8.1502 5.3875 -0.2 0.5 0.1 0.64
H -8.8669 6.6536 6.2109 0.1 -0.7 -0.5 -1.27
H -7.1648 7.2513 2.5088 -0.5 -0.1 -0.1 0.27
H -7.0163 8.6171 3.5477 0.0 0.3 0.3 0.26
H -8.6611 8.2115 2.9934 0.1 0.1 -0.5 0.27
H -8.4640 8.3098 7.9254 -0.6 0.8 0.4 -0.53
H -7.4069 7.2790 8.1084 0.0 -0.2 1.6 -0.97
C -11.9990 8.2175 12.3597 0.0 -0.7 -0.7 -1.32
C -11.7869 9.5019 11.5729 -1.4 1.4 0.8 1.50
C -12.4905 10.6999 12.2861 1.8 -0.6 -0.4 -1.22
O -12.3425 11.9633 11.5584 -0.8 -1.2 1.0 -0.39
C -12.8715 12.0173 10.2377 0.9 -0.3 -0.2 -0.35
N -10.3990 9.7074 11.1860 -0.7 -0.4 1.6 3.08
H -13.0609 8.0075 12.4875 -0.2 0.1 0.1 0.39
H -11.4943 8.0733 13.3150 0.2 0.6 0.1 0.24
H -11.6287 7.4121 11.7254 0.1 -0.2 0.0 0.07
H -12.3852 9.4290 10.6646 -0.2 -0.6 -0.3 -0.20
H -12.0238 10.8127 13.2647 0.4 0.7 0.0 0.29
H -13.4764 10.3248 12.5605 -0.7 0.7 -0.7 0.54
H -12.5650 12.9901 9.8533 -0.5 0.1 0.1 0.32
H -13.9400 11.8221 10.1468 -0.2 0.3 0.3 0.39
H -12.3656 11.3123 9.5781 0.1 -0.3 0.0 -0.17
H -10.2526 10.6646 10.8990 -0.1 -0.5 -0.7 -1.33
H -10.3698 8.9997 10.4660 1.2 0.4 -0.8 -0.73
C -4.0019 10.4781 7.6130 2.5 0.2 0.2 -1.42
C -4.4525 10.3345 9.0548 -1.3 0.5 0.2 1.54
C -3.9068 11.3394 10.1996 0.2 0.0 -2.4 -0.96
O -3.9611 12.7462 9.7963 -1.4 -2.0 -0.5 -0.36
C -3.5576 13.5577 10.8052 0.6 2.9 1.0 -0.80
N -5.9242 10.4410 8.9002 0.6 1.4 1.9 0.57
H -4.0625 9.5040 7.1276 -0.4 0.1 -0.2 0.31
H -2.9448 10.7391 7.5629 0.4 0.0 -0.1 0.40
H -4.4995 11.2599 7.0393 -0.3 -0.1 0.2 0.39
H -4.2368 9.3145 9.3730 0.2 0.2 0.3 -0.91
H -2.8314 11.2068 10.3180 0.1 -0.7 0.3 0.63
H -4.4317 11.1595 11.1378 -0.2 0.1 0.0 0.45
H -3.6450 14.6086 10.5296 0.0 0.1 -1.0 0.34
H -2.4997 13.5260 11.0656 0.2 -0.8 0.2 0.33
H -4.1630 13.6826 11.7030 -0.3 -1.4 0.5 0.24
H -6.4023 9.7108 8.3919 0.3 -0.6 -0.2 -0.43
H -5.9478 11.3022 8.3730 -1.0 0.1 0.0 0.21
C -12.9532 9.0316 6.8579 -0.5 1.5 0.4 -1.46
C -12.9438 7.5511 7.0436 0.4 -1.3 -0.7 0.87
C -12.1115 6.8378 5.9438 -2.9 1.8 -0.5 1.28
O -12.9397 7.2652 4.7943 0.8 -1.7 -0.2 -0.57
C -12.2182 7.7261 3.6565 -0.6 0.7 1.8 -0.76
N -12.5019 7.2396 8.3286 0.7 1.2 2.5 1.71
H -13.4291 9.4193 5.9572 0.2 -0.3 -0.1 0.57
H -11.9771 9.4955 6.9995 0.5 -0.4 -0.6 -0.30
H -13.4360 9.5434 7.6904 -0.7 -0.3 0.3 0.23
H -13.9325 7.0924 7.0447 -0.5 0.4 -1.0 0.22
H -12.2127 5.7635 6.0983 0.5 -0.1 -0.3 0.04
H -11.0938 7.2275 5.9210 0.0 -0.2 -0.2 -0.72
H -12.9683 8.0669 2.9428 0.2 -0.5 -0.4 0.33
H -11.4832 6.9958 3.3181 0.0 0.2 -0.4 0.25
H -11.7881 8.6346 4.0779 1.0 0.3 -0.8 0.30
H -12.0418 6.3544 8.4863 -0.9 -0.8 -0.6 -0.97
H -11.6335 7.7195 8.5180 0.0 1.0 0.2 -0.32
C -7.6435 -0.3333 7.2024 0.3 0.3 0.1 -1.12
C -8.0341 -0.1639 8.6356 -0.3 0.3 1.8 0.45
C -7.2441 -1.0868 9.6553 -1.8 2.0 -1.0 -0.52
O -7.8526 -0.8405 10.9530 1.2 -1.4 -0.4 -0.27
C -7.5104 -1.9002 11.8642 -0.7 0.3 0.2 -0.99
N -7.8139 1.2589 9.0611 0.3 -0.9 -0.2 0.67
H -6.5817 -0.0881 7.1793 0.1 -0.1 -0.7 0.30
H -8.2117 0.3899 6.6173 0.2 0.0 -0.1 -0.08
H -7.8665 -1.3208 6.7984 0.2 -0.1 0.2 0.47
H -9.1051 -0.3468 8.7224 -0.2 -0.6 0.2 0.28
H -6.2266 -0.7010 9.5926 0.3 -0.2 0.4 0.07
H -7.3016 -2.1200 9.3128 -0.1 -0.2 0.4 0.60
H -7.8699 -1.6450 12.8610 0.1 0.4 0.0 0.29
H -6.4440 -2.1163 11.9299 0.2 0.2 -0.2 0.32
H -8.0462 -2.8203 11.6307 0.1 -0.2 -0.4 0.39
H -8.3145 1.4270 9.9220 0.1 -0.1 0.3 -0.10
H -8.2372 1.8839 8.3901 -0.2 0.1 -0.3 -0.57
C -15.2412 4.0234 7.3255 -1.0 -1.7 0.0 -1.17
C -14.3300 3.2010 8.2492 0.4 1.3 -0.7 0.07
C -13.3511 2.2785 7.4692 0.1 -1.2 1.1 -0.01
O -13.7711 0.8707 7.4678 0.7 0.4 -0.6 -0.47
C -12.8869 0.0316 6.6724 -1.0 1.2 -0.6 -0.49
N -13.6407 4.1814 9.1213 0.4 -1.6 0.2 -0.13
H -14.7800 4.7594 6.6669 0.3 -0.2 0.1 0.03
H -16.0430 4.5020 7.8877 0.2 0.2 0.2 0.31
H -15.7578 3.2302 6.7852 -0.2 0.3 -0.9 0.58
H -14.9609 2.6383 8.9372 0.0 -0.5 -0.3 0.49
H -12.4049 2.3003 8.0100 0.3 0.1 0.1 -0.25
H -13.0876 2.5863 6.4573 -0.6 0.3 -0.2 0.26
H -11.8334 0.2850 6.7917 0.2 -0.4 0.8 0.02
H -13.0173 0.2046 5.6041 -0.4 0.5 -0.3 0.28
H -13.1871 -1.0142 6.7376 0.3 0.1 0.9 0.37
H -12.9154 4.6733 8.6191 0.0 0.3 -0.2 -0.51
H -14.3916 4.8278 9.3172 0.3 0.8 0.3 0.55
C -10.2921 4.8607 14.3753 0.4 1.1 2.7 -1.14
C -9.0281 5.7958 14.4492 0.2 -1.1 -0.8 0.67
C -7.9522 5.3161 15.4676 -0.7 -1.8 0.1 -0.44
O -8.3786 4.9240 16.7620 -0.9 1.2 0.1 -0.45
C -8.6992 5.9992 17.6531 0.4 -1.1 -0.4 -0.66
N -8.4233 5.7036 13.1400 1.3 0.1 -0.7 0.91
H -10.0882 3.8451 14.0362 0.4 0.2 -0.6 0.18
H -11.1651 5.3238 13.9154 0.2 -0.1 -0.3 0.11
H -10.5362 4.6738 15.4210 -0.6 0.0 0.2 0.56
H -9.1468 6.8718 14.5767 -1.0 0.0 0.4 0.33
H -7.0573 5.9315 15.5602 -0.1 0.4 -0.4 0.45
H -7.6827 4.3139 15.1341 0.6 0.1 -0.7 -0.09
H -7.7864 6.5629 17.8461 0.1 0.1 0.4 0.28
H -9.0650 5.4226 18.5027 0.0 0.8 0.4 0.28
H -9.4515 6.6998 17.2910 -0.2 -0.2 -0.2 0.25
H -9.1048 5.8487 12.4088 -0.4 1.2 0.0 0.00
H -8.3220 4.7326 12.8813 0.9 -0.7 0.5 -0.17
```
Positions in Å, forces in eV/Å.